[1]
15
Properties=species:S:1:pos:R:3 method="wB97M-V/def2-TZVPD" homo_energy_ev=-7.9 spin_multiplicity=1 gap_ev=8.90 de_lowest_kcal_mol=48.4 smiles="C=C/C=C/NC"
C 0.64 1.79 1.39
N 0.31 1.99 -0.03
C -0.21 0.85 -0.67
C -0.09 -0.43 -0.26
C -0.98 -1.50 -0.71
C -0.52 -2.77 -0.74
H 1.29 0.92 1.53
H -0.22 1.74 2.05
H 1.25 2.65 1.67
H 1.11 2.36 -0.52
H -0.62 0.94 -1.67
H 0.48 -0.71 0.62
H -1.88 -1.17 -1.21
H -1.11 -3.67 -0.82
H 0.55 -2.98 -0.65



[2]
44
Properties=species:S:1:pos:R:3 method="wB97M-V/def2-TZVPD" homo_energy_ev="-21.7 / -21.4" s_squared=12.10 spin_multiplicity=7 gap_ev="5.67 / 4.79" total_charge=+4
I -0.22 -0.29 -3.87
I 2.69 -1.56 -4.17
Bi 3.21 -1.35 -0.71
Eu -0.50 0.26 -0.81
S 0.83 -2.28 -1.07
S 2.19 0.89 -1.48
C -2.22 -1.14 1.18
C 0.16 -3.86 -0.34
C 2.80 2.59 -1.08
C 1.07 -4.97 -0.80
C 0.21 -3.67 1.16
C -1.29 -4.00 -0.81
C 4.20 2.71 -1.64
C 2.79 2.67 0.43
C 1.78 3.57 -1.64
C 3.60 -3.46 1.25
C 5.09 0.20 0.85
O -3.12 -1.46 1.83
O 4.28 -4.21 1.77
O 6.12 0.40 1.29
H 2.10 -4.83 -0.44
H 1.15 -4.99 -1.90
H 0.67 -5.93 -0.45
H 1.23 -3.47 1.48
H -0.16 -4.58 1.63
H -0.41 -2.82 1.45
H -1.93 -3.19 -0.44
H -1.66 -4.97 -0.44
H -1.37 -3.97 -1.90
H 4.57 3.73 -1.46
H 4.23 2.50 -2.71
H 4.88 1.99 -1.17
H 3.17 3.66 0.70
H 3.40 1.87 0.86
H 1.77 2.53 0.80
H 2.16 4.58 -1.47
H 0.79 3.47 -1.15
H 1.59 3.43 -2.71
C -0.81 2.09 2.21
O -0.75 2.24 0.75
H -0.56 3.10 2.61
H -0.03 1.38 2.56
H -1.81 1.75 2.57
H -1.41 2.92 0.51



no.,calculated total energy (eV)
1,-6818.8972
2,-83983.8856